Record 1
Formula: CH4NOS
Source: OMol25
Level of theory: wB97M-V/def2-TZVPD

HOMO (alpha / beta) = -3.309 / -3.310 eV
Relative energy (zero: lowest compared OMol25 entry of this formula, charge and spin) = 80.58 kcal per mole
Net charge = -1
Max |F| = 0.087 Eh/bohr
Frontier orbital gap (alpha / beta) = 7.532 / 7.533 eV
Lowest unoccupied orbital energy (alpha / beta) = 4.223 / 4.223 eV
Energy = -15473.00141 eV

Each line ends with the Löwdin charge.
Positions of all 8 atoms, in Å:
C: 0.35839 1.21186 -0.38830  -0.112
N: -0.05587 0.37236 0.66151  -0.347
O: -0.19363 0.88820 1.80767  -0.258
S: -0.29664 -2.51860 0.14487  0.212
H: 0.21207 0.94813 -1.41081  -0.021
H: 0.38920 2.31372 -0.14802  0.027
H: -0.25474 -1.06084 0.48251  -0.209
H: -0.15879 -2.15484 -1.14944  -0.292

---

Record 2
Formula: C16H48N4O8Sr
Source: OMol25
Level of theory: wB97M-V/def2-TZVPD

⟨S²⟩ = 0.764
HOMO (alpha / beta) = -5.143 / -4.228 eV
Net charge = -1
Max |F| = 0.054 Eh/bohr
Multiplicity = 2
Frontier orbital gap (alpha / beta) = 7.588 / 4.536 eV
Lowest unoccupied orbital energy (alpha / beta) = 2.445 / 0.309 eV
Energy = -40543.09434 eV

Each line ends with the Mulliken spin population.
Positions of all 77 atoms, in Å:
Sr: 4.19281 -2.40027 -3.09275  -0.019
O: 5.33582 -4.60020 -2.74977  0.575
H: 5.06244 -5.51872 -2.55974  -0.027
O: 2.25533 -2.20736 -1.64795  0.000
H: 2.24987 -2.58273 -0.74595  0.000
O: 6.09694 -2.10255 -4.55945  0.214
H: 5.92012 -2.69744 -5.31402  0.000
O: 6.42369 -1.77264 -1.62058  0.262
H: 6.90200 -1.37170 -0.86891  -0.011
C: 4.62366 -4.37346 -6.49590  0.000
C: 3.31642 -4.78548 -5.92729  0.011
C: 3.38530 -6.32118 -5.84677  0.000
O: 3.22885 -6.81346 -7.12522  0.000
C: 3.51451 -8.19046 -7.22249  0.000
N: 3.07309 -4.14501 -4.67510  -0.003
H: 4.88004 -4.90247 -7.41379  -0.001
H: 5.37216 -4.59167 -5.73417  -0.011
H: 4.69186 -3.31095 -6.72939  0.001
H: 2.45694 -4.42453 -6.49219  0.001
H: 2.50199 -6.59085 -5.26785  0.000
H: 4.23473 -6.75652 -5.32042  -0.001
H: 2.74002 -8.64305 -6.60328  0.000
H: 4.50607 -8.48307 -6.87711  0.000
H: 3.44620 -8.40677 -8.28862  0.000
H: 2.08667 -4.16274 -4.45885  0.001
H: 3.44603 -4.84523 -4.05005  -0.007
C: 4.54516 2.19042 -2.46601  -0.002
C: 5.38471 1.49494 -3.50426  -0.004
C: 6.84255 1.90553 -3.50496  0.001
O: 7.13736 3.26411 -3.74665  0.000
C: 6.72408 3.92258 -4.91062  0.000
N: 5.22942 0.09336 -3.30489  0.017
H: 4.42117 3.26443 -2.60466  0.000
H: 4.83948 2.10561 -1.41993  -0.001
H: 3.51950 1.83131 -2.55070  0.001
H: 4.92854 1.81128 -4.44230  0.003
H: 7.34495 1.28426 -4.24639  -0.001
H: 7.26776 1.62508 -2.54130  0.000
H: 7.42302 4.71878 -5.16687  0.000
H: 5.69563 4.28311 -4.93074  0.000
H: 6.74225 3.18555 -5.71346  0.000
H: 5.77411 -0.46148 -3.94954  0.000
H: 5.75901 -0.19351 -2.49413  -0.005
C: 2.96583 0.12054 -6.30909  0.002
C: 2.28332 -0.01000 -5.02740  -0.001
C: 0.83620 0.53291 -4.94057  0.000
O: 0.07161 -0.10155 -5.94355  0.000
C: -1.27607 0.24703 -5.93292  0.000
N: 2.21138 -1.44022 -4.63181  0.002
H: 3.07269 1.14260 -6.67251  0.000
H: 2.37414 -0.39703 -7.06416  0.000
H: 3.99544 -0.23100 -6.37554  -0.003
H: 2.94750 0.52841 -4.35132  0.003
H: 0.70392 1.60781 -5.06384  0.000
H: 0.43791 0.33538 -3.94536  0.000
H: -1.83074 -0.49026 -6.51330  0.000
H: -1.35166 1.19714 -6.46176  0.000
H: -1.77143 0.18133 -4.96421  0.000
H: 1.72980 -1.46264 -3.74430  0.000
H: 1.59148 -1.91252 -5.27427  0.000
C: 5.65284 -2.84920 2.13687  0.002
C: 4.44761 -2.33583 1.43176  -0.004
C: 4.40554 -0.81703 1.39334  0.000
O: 4.09954 -0.16285 2.63060  0.000
C: 2.69748 -0.17580 2.90338  0.000
N: 4.45973 -2.79827 0.06311  0.000
H: 5.46147 -2.43801 3.12803  0.000
H: 6.63282 -2.68380 1.68923  0.001
H: 5.39269 -3.87448 2.40001  -0.001
H: 3.57085 -2.74153 1.93653  -0.001
H: 3.72654 -0.48191 0.60928  0.001
H: 5.37838 -0.38057 1.16712  0.000
H: 2.27105 -1.15780 2.69861  0.000
H: 2.22651 0.46547 2.15836  0.000
H: 2.42119 0.26463 3.86139  0.000
H: 5.14829 -2.21428 -0.38958  0.010
H: 3.62915 -2.49665 -0.42603  -0.003

---

Record 3
Formula: C21H45FN2O9
Source: OMol25
Level of theory: wB97M-V/def2-TZVPD

HOMO = -8.765 eV
Relative energy (zero: lowest compared OMol25 entry of this formula, charge and spin) = 0.00 kcal per mole
Net charge = 0
Max |F| = 0.008 Eh/bohr
Frontier orbital gap = 9.406 eV
Lowest unoccupied orbital energy = 0.641 eV
Energy = -46625.88612 eV
SMILES string = CC(=O)OCCCCCCOC(=O)OF.COCCNCCOC.COCCNCCOC

Each line ends with the Löwdin charge.
Positions of all 78 atoms, in Å:
C: 3.07673 -3.31878 -2.08899  0.025
C: 3.51631 -1.88401 -2.03184  -0.545
O: 4.17733 -1.33112 -2.86533  0.113
O: 3.07552 -1.28023 -0.91591  -0.023
C: 3.32460 0.13649 -0.80978  -0.163
C: 2.52368 0.98138 -1.78397  -0.161
C: 1.01440 0.67194 -1.91443  -0.163
C: 0.31273 0.02449 -0.70419  -0.168
C: 0.02924 -1.48592 -0.83128  -0.156
C: -1.40000 -1.89217 -0.50666  -0.119
O: -2.21516 -1.99698 -1.71547  0.036
C: -2.66991 -0.84654 -2.17211  -0.585
O: -3.41271 -0.07623 -1.66110  0.183
O: -2.18559 -0.46172 -3.40990  0.121
F: -1.42385 -1.49001 -3.99356  -0.013
H: 2.05729 -3.36409 -2.47735  0.084
H: 3.06754 -3.75765 -1.09240  0.088
H: 3.74246 -3.87022 -2.74793  0.088
H: 3.08718 0.37709 0.22551  0.120
H: 4.39240 0.31227 -0.95660  0.126
H: 2.99047 0.91809 -2.76669  0.109
H: 2.63662 2.01996 -1.45785  0.098
H: 0.84016 0.06926 -2.81081  0.106
H: 0.52283 1.62703 -2.11342  0.106
H: -0.64547 0.53429 -0.55976  0.107
H: 0.89097 0.20169 0.20491  0.108
H: 0.69606 -2.06467 -0.19103  0.111
H: 0.23621 -1.81373 -1.85481  0.106
H: -1.88611 -1.17816 0.16332  0.129
H: -1.45718 -2.87154 -0.04375  0.110
C: -7.34557 -5.57435 1.63774  -0.116
O: -6.70640 -5.59361 2.89668  -0.195
C: -6.08085 -6.82541 3.22958  -0.218
C: -4.57455 -6.68590 3.25156  -0.220
N: -4.04844 -6.45960 1.91568  -0.051
C: -2.63036 -6.13640 1.85420  -0.201
C: -2.14845 -4.86827 2.55047  -0.221
O: -2.60535 -3.66866 1.95154  -0.205
C: -3.89103 -3.23124 2.35256  -0.088
H: -7.90318 -4.64168 1.57548  0.089
H: -6.63434 -5.61415 0.80503  0.080
H: -8.04452 -6.41031 1.53332  0.088
H: -6.38232 -7.60842 2.52667  0.122
H: -6.42294 -7.11298 4.22735  0.122
H: -4.14382 -7.61131 3.64777  0.124
H: -4.32735 -5.88054 3.95775  0.106
H: -4.57961 -5.72416 1.46787  0.074
H: -2.35563 -6.05945 0.79911  0.119
H: -2.06794 -6.98146 2.26659  0.118
H: -1.05836 -4.84575 2.47048  0.121
H: -2.39072 -4.86573 3.62013  0.112
H: -4.09467 -3.49278 3.39466  0.089
H: -4.68478 -3.64475 1.72474  0.077
H: -3.91310 -2.14640 2.25092  0.089
C: 1.98564 7.97749 1.69174  -0.118
O: 2.43645 8.42367 0.43094  -0.194
C: 3.84416 8.58996 0.32554  -0.218
C: 4.44971 7.56221 -0.60468  -0.220
N: 4.37063 6.22640 -0.03683  -0.051
C: 4.76999 5.14935 -0.93262  -0.201
C: 3.97105 4.94262 -2.21434  -0.222
O: 2.64930 4.48072 -2.00501  -0.199
C: 1.68317 5.47735 -1.73314  -0.094
H: 0.89881 8.03802 1.68368  0.088
H: 2.27827 6.94201 1.89980  0.080
H: 2.36746 8.61113 2.49871  0.088
H: 4.30947 8.53207 1.31464  0.122
H: 4.03116 9.58735 -0.08122  0.122
H: 5.50301 7.81498 -0.76441  0.125
H: 3.94039 7.65213 -1.57453  0.106
H: 3.42748 6.05865 0.28880  0.073
H: 4.73041 4.21615 -0.36475  0.117
H: 5.81830 5.30594 -1.20968  0.119
H: 4.47184 4.15910 -2.78875  0.122
H: 3.95654 5.84149 -2.84278  0.112
H: 1.91188 6.41063 -2.25571  0.089
H: 1.59246 5.68923 -0.66367  0.075
H: 0.72194 5.10448 -2.08641  0.088

---

Record 4
Formula: C18H18F18N6O18S6Zn2
Source: OMol25
Level of theory: wB97M-V/def2-TZVPD

HOMO = -5.579 eV
Relative energy (zero: lowest compared OMol25 entry of this formula, charge and spin) = 0.00 kcal per mole
Net charge = -2
Max |F| = 0.042 Eh/bohr
Frontier orbital gap = 9.357 eV
Lowest unoccupied orbital energy = 3.778 eV
Energy = -275523.59454 eV

Each line ends with the Löwdin charge.
Positions of all 86 atoms, in Å:
Zn: -2.01883 -1.96466 -2.56327  0.693
Zn: -1.59235 -0.14748 2.44407  0.689
C: -0.86195 2.80727 5.46622  -0.685
F: -0.27780 3.79425 6.12589  0.139
F: -1.08410 1.81523 6.31728  0.139
F: -2.02490 3.23203 4.98862  0.131
S: 0.24869 2.17360 4.08194  0.524
O: 1.46925 1.78695 4.73819  -0.272
O: -0.52928 1.05570 3.54297  -0.336
O: 0.37601 3.30022 3.18340  -0.309
C: -0.07216 -0.79190 -6.47406  -0.654
F: 0.08007 -0.94003 -7.78603  0.132
F: 1.10602 -1.04958 -5.87698  0.101
F: -0.35638 0.48081 -6.20222  0.143
S: -1.35519 -2.00634 -5.84677  0.537
O: -0.88927 -3.30649 -6.29829  -0.311
O: -1.20385 -1.88106 -4.37072  -0.375
O: -2.62749 -1.55849 -6.36062  -0.280
C: 1.82124 -0.04518 -0.59298  -0.659
F: 2.28611 0.03173 -1.84091  0.130
F: 2.24949 -1.18011 -0.06327  0.141
F: 2.27246 0.96103 0.13287  0.147
S: -0.04414 0.10008 -0.61899  0.591
O: -0.40383 -0.08983 0.78743  -0.321
O: -0.20094 1.47478 -1.06388  -0.289
O: -0.60745 -0.86064 -1.55018  -0.304
C: -4.78135 -2.94464 0.92956  -0.678
F: -4.94146 -2.95652 2.25180  0.138
F: -4.98879 -4.14584 0.43413  0.162
F: -5.64221 -2.08197 0.42991  0.164
S: -3.01641 -2.40029 0.58593  0.588
O: -2.89118 -1.13684 1.29839  -0.320
O: -2.16128 -3.46766 1.05950  -0.257
O: -2.96657 -2.20361 -0.85165  -0.313
C: -3.95665 2.10343 -3.01629  -0.657
F: -3.09759 2.33605 -2.03119  0.131
F: -5.10731 2.73144 -2.73460  0.112
F: -3.46017 2.59435 -4.14287  0.141
S: -4.36236 0.26527 -3.21130  0.546
O: -4.82468 0.14754 -4.57445  -0.288
O: -3.02462 -0.32912 -2.96937  -0.366
O: -5.29063 -0.08897 -2.15536  -0.302
C: -0.65124 -3.61975 4.95274  -0.657
F: -0.06809 -4.79315 5.15508  0.130
F: -1.85617 -3.86402 4.42174  0.115
F: -0.88476 -2.97943 6.10096  0.119
S: 0.40893 -2.54924 3.82777  0.523
O: -0.57618 -1.79308 3.03743  -0.354
O: 1.18308 -1.67689 4.68746  -0.307
O: 1.16061 -3.52098 3.07333  -0.300
C: 1.18404 4.18424 -1.43807  -0.062
C: 0.15175 5.17712 -1.69589  -0.283
N: -0.65194 5.98981 -1.79624  0.124
H: 1.45333 4.15948 -0.38352  0.068
H: 2.15146 4.36239 -1.91399  0.086
H: 0.81464 3.23477 -1.82782  0.060
C: 2.88033 -2.22790 -3.69433  -0.059
C: 3.35978 -2.77844 -2.42488  -0.277
N: 3.74928 -3.22747 -1.44248  0.140
H: 3.12397 -1.17204 -3.77487  0.076
H: 1.78921 -2.28149 -3.68069  0.073
H: 3.29269 -2.85011 -4.48347  0.087
C: 5.86320 -0.37120 1.99115  -0.074
C: 4.63290 -0.60460 2.74321  -0.262
N: 3.66231 -0.78283 3.32622  0.189
H: 6.79701 -0.66135 2.46372  0.072
H: 5.94943 0.71225 1.85433  0.074
H: 5.73976 -0.82818 1.00945  0.078
C: 0.89598 -4.52655 -0.07885  -0.036
C: 0.11039 -4.08240 -1.21301  -0.198
N: -0.55573 -3.71075 -2.06833  0.187
H: 0.44047 -5.41223 0.35912  0.096
H: 0.95071 -3.75039 0.68966  0.072
H: 1.92189 -4.71760 -0.39273  0.062
C: -1.73204 4.06213 0.90558  -0.021
C: -2.12458 2.69421 1.25708  -0.173
N: -2.43554 1.62386 1.51244  0.194
H: -2.27722 4.71615 1.58413  0.094
H: -2.02889 4.22730 -0.12727  0.070
H: -0.66216 4.16190 1.05787  0.066
C: 3.25874 3.82770 2.11564  -0.078
C: 4.28916 4.23965 1.17568  -0.296
N: 5.15159 4.47974 0.45817  0.107
H: 2.57232 4.66973 2.24411  0.080
H: 3.65691 3.63609 3.10890  0.091
H: 2.66248 3.00903 1.72165  0.064

---

Record 5
Formula: C3H8N2O2
Source: OMol25
Level of theory: wB97M-V/def2-TZVPD

HOMO = -7.083 eV
Relative energy (zero: lowest compared OMol25 entry of this formula, charge and spin) = 88.02 kcal per mole
Net charge = 0
Max |F| = 0.035 Eh/bohr
Frontier orbital gap = 7.935 eV
Lowest unoccupied orbital energy = 0.851 eV
Energy = -10313.13537 eV
SMILES string = CN(O)/C(O)=C\N

Each line ends with the Löwdin charge.
Positions of all 15 atoms, in Å:
C: -1.76961 -0.38556 -0.98647  -0.070
N: -0.56685 -0.51572 -0.18929  -0.119
O: -0.95608 -0.54961 1.30409  -0.059
C: 0.41013 0.44667 -0.40351  -0.379
O: 0.14250 1.36730 -1.40030  0.020
C: 1.58989 0.43077 0.25425  -0.149
N: 1.91534 -0.48102 1.24272  0.040
H: -1.48550 -0.46780 -2.03385  0.095
H: -2.28323 0.56667 -0.82871  0.091
H: -2.43669 -1.20905 -0.73334  0.084
H: -1.23087 -1.46630 1.44371  0.086
H: 0.73268 2.12262 -1.30674  0.103
H: 2.32802 1.19442 0.04940  0.112
H: 1.08849 -0.93839 1.62410  0.065
H: 2.52177 -0.11499 1.96394  0.081

---

Record 6
Formula: C5H11N
Source: OMol25
Level of theory: wB97M-V/def2-TZVPD

HOMO = -8.906 eV
Relative energy (zero: lowest compared OMol25 entry of this formula, charge and spin) = 28.58 kcal per mole
Net charge = 0
Max |F| = 0.006 Eh/bohr
Frontier orbital gap = 10.151 eV
Lowest unoccupied orbital energy = 1.245 eV
Energy = -6852.28923 eV
SMILES string = CCN1C[C@H]1C

Each line ends with the Löwdin charge.
Positions of all 17 atoms, in Å:
C: 1.60097 0.32822 -1.36373  -0.099
C: 0.55958 1.26150 -0.75164  -0.259
N: -0.58346 0.55338 -0.17248  -0.092
C: -0.84654 0.74368 1.24206  -0.119
C: -0.35557 -0.55892 0.73132  -0.359
C: -1.27827 -1.74151 0.56361  -0.059
H: 2.29192 -0.05915 -0.60737  0.065
H: 1.11657 -0.52343 -1.85188  0.076
H: 2.19653 0.85814 -2.11408  0.070
H: 1.04692 1.91126 -0.00717  0.106
H: 0.15678 1.92337 -1.52649  0.106
H: -0.13963 1.35544 1.80589  0.104
H: -1.88855 0.86894 1.53192  0.104
H: 0.68155 -0.80078 0.97354  0.132
H: -1.29487 -2.36511 1.46446  0.073
H: -0.96859 -2.36593 -0.28212  0.072
H: -2.29535 -1.38910 0.36417  0.078

---

Record 7
Formula: C4H4N2OS
Source: OMol25
Level of theory: wB97M-V/def2-TZVPD

HOMO = -9.152 eV
Relative energy (zero: lowest compared OMol25 entry of this formula, charge and spin) = 66.59 kcal per mole
Net charge = 0
Max |F| = 0.079 Eh/bohr
Frontier orbital gap = 6.978 eV
Lowest unoccupied orbital energy = -2.173 eV
Energy = -20072.84221 eV
SMILES string = C[C@H]1N=NC(=O)C1=S

Each line ends with the Löwdin charge.
Positions of all 12 atoms, in Å:
C: -0.17830 -0.07011 -0.53612  -0.040
C: 0.89282 -0.16447 0.50881  -0.463
N: 1.25392 -1.54169 0.71256  0.059
N: 2.34848 -1.90002 0.26739  0.119
C: 3.08299 -0.76103 -0.21987  -0.418
O: 4.21998 -0.80585 -0.64134  0.135
C: 2.19233 0.41773 0.08395  -0.649
S: 2.51142 2.02584 0.19984  0.813
H: -0.54980 -1.14102 -0.70438  0.111
H: 0.30493 0.32362 -1.36170  0.047
H: -1.12797 0.49008 -0.22648  0.114
H: 0.62118 0.27617 1.53509  0.172

---

Record 8
Formula: C7H12Cl2NO2P
Source: OMol25
Level of theory: wB97M-V/def2-TZVPD

HOMO = -10.146 eV
Relative energy (zero: lowest compared OMol25 entry of this formula, charge and spin) = 23.91 kcal per mole
Net charge = 0
Max |F| = 0.103 Eh/bohr
Frontier orbital gap = 10.684 eV
Lowest unoccupied orbital energy = 0.538 eV
Energy = -47372.30278 eV
SMILES string = CC1(C)O[P@](=O)(NCCCl)C=C1Cl

Each line ends with the Löwdin charge.
Positions of all 25 atoms, in Å:
C: 0.54880 -2.04577 -1.24325  -0.020
C: -0.58144 -1.04585 -1.29200  -0.616
C: -1.32876 -1.34569 -2.63402  -0.017
O: -0.01874 0.26902 -1.42721  -0.194
P: -0.55297 1.32948 0.05240  0.685
O: -1.30920 2.55598 -0.24117  -0.266
N: 0.86250 1.36437 0.90609  -0.112
C: 1.32883 2.57989 1.53073  -0.288
C: 0.77148 2.51013 2.96470  -0.589
Cl: 1.13661 3.95278 3.94939  0.554
C: -1.51833 -0.00380 0.69222  -0.148
C: -1.48856 -1.09607 -0.04552  -0.631
Cl: -2.43462 -2.55120 0.23073  0.702
H: 1.47003 -1.77855 -0.74856  0.095
H: 0.74008 -2.30422 -2.22014  0.065
H: 0.19876 -2.82954 -0.73396  0.029
H: -1.49461 -2.38174 -2.59548  0.050
H: -0.87648 -1.00238 -3.50073  0.063
H: -2.41194 -0.89961 -2.56720  0.130
H: 1.34561 0.54015 0.60664  0.100
H: 2.41321 2.83630 1.40145  0.143
H: 0.85556 3.43071 1.19571  0.065
H: 1.21325 1.62095 3.27838  0.051
H: -0.26890 2.39193 3.12183  0.053
H: -2.23108 0.00862 1.51587  0.098